Record 1
The following is a DFT calculation (the ωB97M-V functional and the def2-TZVPD basis) of a molecular structure, C33H33AsN6NbS.

Properties
Maximum force (eV/Å): 6.41
E_tot (eV): -116890.749
Net charge: +3
Highest occupied orbital energy (alpha / beta) (eV): -15.816 / -15.822

Atoms and positions in Å:
H 3.132 -2.239 -4.518
H 1.193 1.225 4.470
C -1.753 -0.096 3.130
C 1.828 6.732 -1.110
H -0.751 -1.446 -2.860
H 4.113 -1.194 -2.468
N 1.959 0.644 0.025
C 2.376 1.077 1.294
H -2.178 0.606 2.415
C -1.826 2.843 0.142
H -4.874 -4.262 -0.688
C -4.760 -0.887 -0.204
N 0.677 -3.219 -0.489
H -2.629 2.618 0.876
H -1.958 2.190 -0.744
C -0.382 -0.386 3.054
C 1.500 0.834 2.367
H -0.739 3.996 -2.086
C 3.924 2.263 2.741
C 1.047 4.433 -0.941
As -0.085 2.464 0.992
C 1.863 1.353 3.624
N 2.750 -0.192 -0.461
H 1.274 -2.413 -0.636
C 1.106 -1.922 -3.857
H -3.632 -0.428 4.120
H -5.422 -0.032 -0.087
H 3.307 2.428 4.799
H -0.245 5.002 1.451
H 1.230 2.309 -1.246
C -3.068 -3.068 -0.502
H 4.849 2.810 2.882
Nb 0.000 0.000 0.000
C 0.751 7.042 -1.943
C 1.225 3.034 -0.406
C -0.024 4.752 -1.792
H 0.988 -4.062 -0.954
H -1.919 3.908 -0.138
C 0.120 -1.333 3.963
H 0.639 -2.371 -4.724
H -2.686 -2.054 5.748
C -5.293 -2.159 -0.391
C -2.579 -0.683 4.094
N -1.127 -1.760 -0.300
C -0.172 6.051 -2.286
C -0.641 -2.963 -0.459
H 1.169 -1.614 3.902
C 0.333 -1.409 -2.828
N 0.356 0.170 2.064
C -3.375 -0.698 -0.165
C 3.063 2.049 3.813
H 2.212 2.955 0.098
H -2.954 0.293 -0.019
H 4.219 1.968 0.628
H -1.002 6.289 -2.939
C 1.980 5.434 -0.614
C 2.192 -0.763 -1.615
C -2.049 -1.595 5.002
H -6.372 -2.292 -0.419
C -0.038 4.112 2.079
H 0.961 4.217 2.548
C 3.040 -1.264 -2.598
C 2.488 -1.846 -3.738
C -2.511 -1.802 -0.316
H 2.822 5.214 0.031
H 2.548 7.498 -0.849
N 0.844 -0.835 -1.722
C 3.575 1.787 1.480
H -0.270 -2.641 5.624
C -0.697 -1.922 4.934
H 0.635 8.047 -2.327
H -1.668 0.276 0.682
S -1.795 -4.215 -0.657
H -0.811 4.046 2.873
C -4.458 -3.270 -0.543

Atom charges from the Löwdin analysis, given in e for atoms 1 to 2: atom 1 (H): 0.148, atom 2 (H): 0.138

Record 2
The following is a DFT calculation (the ωB97M-V functional and the def2-TZVPD basis) of a molecular structure, C33H33BClF2Ge2PPd.

Properties
Maximum force (eV/Å): 0.54
E_tot (eV): -179165.336
2S+1: 2
Net charge: +3
Highest occupied orbital energy (alpha / beta) (eV): -16.410 / -16.671

Atoms and positions in Å:
H -1.979 -3.424 5.039
C 1.827 3.099 -2.758
C 2.616 -1.568 3.448
H 2.110 -3.921 -0.906
C -3.922 2.222 1.320
H -3.871 -1.427 -2.233
C 2.416 -4.702 2.457
C -1.114 -2.944 3.138
C 1.202 -4.604 -2.706
H -3.742 2.446 2.362
C -2.667 -2.323 1.404
H -4.734 -2.288 1.966
H 3.578 -1.598 3.973
H -2.884 -2.032 0.380
H -4.157 -1.494 -6.495
C -2.169 -3.114 4.020
C 1.204 -3.922 -1.502
C -3.132 1.349 -0.807
C 0.694 3.749 -2.257
B 1.711 0.943 0.268
H -4.893 -2.321 -4.286
C -2.539 -0.088 -3.302
C -0.461 1.649 -2.151
C -3.471 -2.874 3.599
C 4.138 -2.570 0.691
H 2.704 3.682 -3.012
H 2.705 1.235 -3.359
H -4.293 -3.011 4.288
F 1.627 2.236 0.339
C -2.109 0.369 -4.558
C -2.703 -0.136 -5.699
H 0.705 4.823 -2.131
H 3.329 -4.991 2.998
Ge 2.784 -2.861 2.030
H -1.982 -3.966 -3.686
H 5.081 -2.627 1.247
H -4.573 1.408 -2.410
C -1.350 -2.570 1.814
C -1.100 -3.301 -1.851
C -1.090 -3.948 -3.073
H -6.344 2.435 -1.053
H 1.833 -1.831 4.156
H 2.090 -5.126 -3.037
C -3.698 -1.103 -5.596
H 2.323 -5.343 1.583
H 4.148 -3.351 -0.065
H -2.019 -2.846 -1.501
Pd 0.001 0.003 -0.320
H 1.566 -4.843 3.120
C 1.836 1.728 -2.942
C -5.153 2.506 0.731
H 4.082 -1.593 0.224
H -2.398 0.229 -6.671
H 0.649 -0.069 -2.917
F 2.775 0.280 0.625
C 0.059 -4.606 -3.499
C -4.390 1.629 -1.367
Ge 0.094 -2.251 0.584
P -1.881 0.616 -1.830
C -5.386 2.210 -0.604
C -0.441 3.034 -1.935
H -1.343 1.129 -4.638
H 2.468 -0.558 3.079
C -2.940 1.645 0.549
H -5.932 2.958 1.332
H -0.106 -3.133 3.490
C -4.115 -1.572 -4.350
C -3.536 -1.075 -3.202
C 0.048 -3.280 -1.042
Cl -1.417 1.301 1.368
H 0.063 -5.133 -4.444
C -3.719 -2.470 2.292
C 0.693 0.983 -2.644
H -1.320 3.542 -1.556

Atom charges from the Löwdin analysis, given in e for atoms 1 to 2: atom 1 (H): 0.124, atom 2 (C): -0.005

Record 3
The following is a DFT calculation (the ωB97M-V functional and the def2-TZVPD basis) of a molecular structure, C33H33BrInN8O2.

Properties
Maximum force (eV/Å): 1.03
E_tot (eV): -125984.967
Net charge: +1
Highest occupied orbital energy (alpha / beta) (eV): -9.332 / -9.402

Atoms and positions in Å:
C -3.275 1.709 3.259
C 4.678 -3.819 -0.100
H 4.891 -4.872 -0.229
C 1.141 -0.820 3.389
O -1.240 -0.059 -0.376
H 1.196 0.819 -3.123
C -1.414 -0.409 -1.605
Br 3.767 0.701 0.707
C 0.433 4.772 -0.972
H 3.201 4.397 -2.874
C 1.647 -1.627 -0.094
N -0.362 2.080 1.102
C 2.818 -2.144 5.185
C 2.349 -2.794 4.054
H 0.776 -0.735 -2.819
N 0.383 -0.082 2.462
H -0.797 -0.147 -4.607
H -3.526 1.649 -1.535
C 0.990 -3.939 -0.401
H -2.964 0.581 -5.400
H -3.072 -0.617 -4.111
H 2.789 -0.318 6.314
C -1.541 0.143 3.942
C -2.512 2.167 2.234
H -0.318 5.477 -0.648
O -2.024 -1.407 -1.973
H -4.208 0.367 0.217
H -1.181 -0.640 4.596
C 3.330 -3.395 -0.152
H 2.564 -5.376 -0.473
C -0.728 0.523 2.821
C 1.519 -2.141 3.155
H 1.133 -2.665 2.292
C 2.295 -4.334 -0.357
N 0.645 0.225 -2.511
H 6.715 -3.247 0.124
H 3.005 2.119 -1.895
N -4.879 -0.075 -0.397
C -0.778 0.581 -2.598
C 2.434 -0.833 5.431
H 1.481 6.109 -2.271
H -4.266 2.107 3.426
N -0.608 3.141 0.424
H 0.194 -4.659 -0.532
H -0.370 -2.282 -0.330
In 0.900 0.419 0.213
C -1.321 0.627 -4.043
C -3.841 1.346 -3.620
C -2.830 0.420 -4.329
H -4.813 1.241 -4.109
H -3.528 2.384 -3.727
C 0.403 3.471 -0.452
C -4.742 0.072 -1.713
C -2.767 0.697 4.127
C 1.436 5.113 -1.851
C 2.290 2.897 -1.654
H -5.233 -0.714 -3.520
H 3.475 -2.655 5.875
H -0.872 1.575 -2.146
C 2.394 4.159 -2.196
H 6.187 -0.859 0.495
C 5.388 -1.565 0.313
H -5.264 -0.937 -0.047
C -1.222 1.614 2.004
C 3.003 -2.013 0.021
C 4.091 -1.147 0.292
N -4.073 1.118 -2.195
H 2.618 -3.826 3.874
H 1.288 0.844 4.730
N 1.316 2.555 -0.809
H -1.036 1.601 -4.453
C 1.591 -0.181 4.550
H -5.844 -1.566 -2.173
H -3.388 0.354 4.944
H -2.850 2.945 1.562
C 0.670 -2.571 -0.282
N -5.424 -0.728 -2.535
C 5.685 -2.922 0.102

Atom charges from the Löwdin analysis, given in e for atoms 1 to 2: atom 1 (C): -0.086, atom 2 (C): -0.024